[1]
{
  "formula": "C20H35GeN5S3Se2Te2Tl",
  "method": "the ωB97M-V functional and the def2-TZVPD basis",
  "elements": ["C", "C", "H", "C", "H", "C", "H", "C", "S", "Tl", "H", "H", "H", "N", "C", "H", "C", "C", "H", "H", "H", "H", "Se", "H", "H", "Se", "H", "C", "H", "H", "H", "Te", "C", "H", "C", "N", "H", "H", "C", "H", "H", "C", "H", "H", "H", "H", "H", "H", "C", "C", "N", "Ge", "Te", "S", "H", "H", "H", "H", "C", "H", "H", "C", "C", "H", "S", "C", "N", "N", "C"],
  "coordinates": [[2.987, -4.062, 3.861], [3.091, 5.662, -1.098], [-0.317, -3.989, 3.478], [1.784, -3.580, 3.071], [-2.996, -3.532, 3.831], [-0.171, -1.909, 3.595], [2.023, -2.650, 2.537], [4.235, -0.779, -3.683], [-2.030, -1.071, -3.136], [-0.659, 0.312, -0.687], [-5.024, -0.719, -5.326], [0.967, 5.254, -3.726], [2.999, 4.057, 0.384], [0.746, 4.311, -1.849], [5.203, -0.078, -2.927], [-3.075, -0.862, 3.361], [1.069, 5.509, -2.656], [0.422, -3.293, 3.874], [1.554, -4.320, 2.283], [4.486, -1.519, -4.434], [6.270, -0.047, -3.154], [-5.613, -1.999, 3.504], [-2.977, 1.834, 2.780], [-5.510, -3.659, 4.178], [3.417, -3.283, 4.520], [-2.140, 2.385, -2.166], [-3.657, -1.283, 1.825], [-4.630, -2.140, 5.379], [0.704, -1.186, 3.652], [2.294, -1.742, -5.288], [2.676, 6.439, -0.395], [-3.070, 3.929, -0.452], [1.409, 3.925, -0.740], [3.110, 5.297, -3.180], [-3.632, -2.996, 3.144], [2.394, 0.119, -2.402], [-3.986, -3.650, 2.322], [4.130, 5.724, -0.945], [-1.559, -1.295, -4.740], [-4.096, 0.735, -5.932], [2.657, 6.965, -2.674], [2.844, -0.652, -3.435], [-3.954, -2.753, 6.003], [-4.210, -1.098, 5.264], [0.492, -3.429, 4.954], [-5.592, -2.115, 5.988], [2.621, -4.795, 4.613], [5.343, 1.126, -1.057], [4.690, 0.635, -1.808], [3.325, 0.663, -1.609], [0.586, -1.301, -4.186], [-1.213, -1.740, 1.867], [-4.240, 1.552, 0.721], [0.738, 2.930, 0.499], [-3.828, 0.183, -4.245], [3.781, -4.464, 3.182], [-0.848, -1.529, 4.359], [0.360, 6.326, -2.367], [1.871, -1.331, -4.329], [2.978, 1.059, -0.708], [-1.105, -3.131, 1.121], [-4.109, -0.131, -5.272], [-4.908, -2.707, 4.032], [-0.126, 3.836, -2.053], [-2.790, -1.088, -5.997], [2.529, 5.930, -2.498], [2.649, 4.388, -0.503], [-0.296, -1.495, -5.164], [-3.075, -1.682, 2.638]],
  "forces_ev_per_a": [[-0.06, -0.13, 0.97], [-2.38, 0.53, 2.06], [0.04, -0.51, 0.38], [-1.30, 0.57, -0.13], [0.72, -0.34, -0.14], [1.89, 1.38, -0.40], [0.07, -0.18, 0.04], [0.19, 0.14, 0.35], [-0.37, -0.14, 0.55], [0.11, -0.10, -0.32], [-0.06, 0.31, 0.19], [-0.49, 0.18, 0.52], [0.13, 0.35, -0.05], [0.94, 0.57, 0.19], [-1.78, 0.22, 0.52], [0.11, -0.41, 0.17], [-0.19, -0.21, 0.30], [0.30, -0.21, -1.02], [0.08, 0.27, 0.33], [0.36, 0.33, -0.22], [-0.37, -0.39, 0.01], [0.74, -0.68, 0.26], [-0.31, -0.16, -0.19], [0.73, 0.82, -0.33], [-0.07, -0.05, -0.61], [0.07, 0.19, -0.51], [-0.70, -0.06, -0.36], [-0.36, 1.10, 1.57], [-0.99, -0.50, -0.29], [-0.13, 0.37, 0.67], [0.28, -0.22, -0.66], [-0.66, -1.19, 0.25], [-0.90, -0.52, 0.52], [0.02, 0.47, -0.14], [-2.20, 0.54, 0.59], [0.67, -0.72, -0.46], [0.62, 0.24, 0.33], [1.46, 0.08, -0.58], [1.07, 0.55, 0.83], [-0.67, 0.17, 0.17], [0.18, 1.01, -0.62], [-0.26, 0.43, 1.03], [0.03, 0.23, -0.48], [-0.42, -1.00, 0.49], [0.37, -0.22, 0.03], [1.09, 0.36, -0.76], [0.52, -0.17, -0.72], [-0.42, -0.33, -0.76], [1.23, -0.27, -0.64], [0.06, -1.01, -1.05], [1.19, 1.31, 1.60], [-0.25, -0.52, 0.95], [0.84, 1.42, 0.29], [0.30, 0.14, -0.80], [-0.35, -0.34, -0.58], [-0.63, 0.17, 0.78], [-0.23, -0.35, 0.12], [0.52, -0.57, -0.36], [-0.65, -0.46, -1.79], [-0.80, 1.02, 1.22], [0.09, 0.34, 0.10], [0.52, 0.36, 0.33], [-1.20, -1.06, -1.35], [-0.32, -0.20, 0.17], [1.10, -0.90, -0.73], [0.63, -2.20, 0.86], [-0.03, 0.37, -1.27], [-0.68, -0.45, -0.80], [0.96, 0.22, -0.63]],
  "homo_energy_ev": [-4.3, -3.9],
  "e_tot_ha": -9839.683198,
  "charge": -1,
  "de_lowest_kj_mol": 397.6,
  "lumo_energy_ha": [0.04791, 0.02191]
}

=====

[2]
{
  "formula": "C20H35N3O5S",
  "method": "the ωB97M-V functional and the def2-TZVPD basis",
  "elements": ["H", "C", "C", "C", "H", "H", "H", "H", "H", "H", "H", "C", "O", "C", "C", "H", "H", "C", "H", "S", "C", "H", "H", "H", "C", "O", "H", "H", "C", "H", "H", "H", "N", "H", "H", "C", "H", "H", "H", "H", "C", "H", "C", "C", "C", "O", "N", "C", "O", "C", "H", "H", "H", "C", "C", "N", "H", "H", "H", "H", "O", "C", "H", "H"],
  "coordinates": [[-0.305, -0.054, -3.717], [-2.667, 3.426, 0.634], [1.428, -0.875, -2.705], [1.206, -0.625, -0.251], [-2.661, 4.463, 0.289], [-0.624, -1.546, -2.828], [0.476, -3.213, -0.599], [-5.870, 4.018, 4.035], [2.665, -3.119, 0.614], [1.349, -3.513, -2.122], [-0.052, 1.194, -1.613], [1.382, -2.990, -1.161], [-2.059, 3.153, -1.675], [-1.814, 4.121, 2.898], [-4.340, 3.962, 2.496], [-1.742, 5.176, 2.619], [4.410, -7.007, -0.527], [-3.186, 3.825, 3.499], [-3.374, 4.477, 4.358], [5.878, -6.030, -2.012], [3.239, -1.885, -1.097], [-4.833, 6.016, 2.981], [3.844, -1.223, -0.478], [-5.528, 2.396, 3.422], [-5.628, 3.446, 3.137], [-0.192, -0.453, -0.382], [3.407, -4.792, -1.700], [-2.601, 0.871, 0.412], [-2.383, 2.624, -0.623], [-4.048, 2.055, 1.565], [3.761, -2.080, -2.039], [5.882, -6.427, 0.297], [3.432, -4.435, -0.755], [-3.659, 5.884, 1.675], [1.706, 0.356, -0.273], [-4.029, 3.108, 1.257], [1.981, 0.065, -2.809], [-3.188, 2.797, 3.882], [-1.495, 2.201, 1.974], [-4.822, 3.228, 0.513], [-4.550, 5.429, 2.104], [1.372, -1.069, 0.732], [1.767, -1.501, -1.364], [4.397, -4.909, 0.068], [-0.535, 0.207, -1.599], [6.717, -7.176, -2.181], [-2.462, 1.273, -0.499], [-0.070, -0.601, -2.801], [4.664, -4.440, 1.155], [5.105, -6.172, -0.420], [-0.587, 3.501, 1.222], [1.756, -1.532, -3.515], [6.578, -3.972, -2.504], [-2.039, 0.403, -1.574], [-1.551, 3.254, 1.671], [6.832, -4.701, -1.851], [7.814, -4.938, -1.884], [-2.521, -0.568, -1.452], [-1.038, 3.946, 3.646], [-5.354, 5.517, 1.369], [4.854, -5.712, -2.973], [2.738, -3.205, -0.469], [-2.362, 0.842, -2.517], [-6.469, 3.530, 2.445]],
  "forces_ev_per_a": [[-0.01, -0.01, 0.00], [-0.09, 0.11, -0.04], [0.01, -0.04, -0.01], [-0.02, 0.02, -0.03], [0.00, -0.01, 0.01], [0.00, -0.01, 0.01], [0.00, 0.01, 0.02], [0.00, 0.00, 0.00], [0.00, -0.01, -0.01], [-0.02, 0.00, 0.01], [0.00, 0.00, -0.01], [0.05, -0.02, -0.11], [-0.06, 0.02, -0.01], [0.01, -0.01, 0.01], [-0.03, 0.07, -0.03], [-0.01, 0.00, 0.00], [-0.01, 0.01, 0.03], [-0.01, -0.03, 0.00], [0.00, 0.00, 0.00], [0.04, -0.03, -0.02], [0.01, -0.07, -0.12], [0.01, 0.00, 0.00], [-0.01, 0.00, 0.02], [0.00, 0.00, 0.00], [0.02, -0.01, 0.00], [0.01, 0.00, -0.02], [-0.01, -0.02, 0.02], [0.04, 0.00, 0.02], [0.21, -0.06, 0.09], [-0.01, 0.01, 0.00], [0.02, 0.02, 0.02], [0.00, 0.00, 0.00], [0.10, 0.09, -0.05], [0.00, -0.01, 0.00], [0.01, 0.00, 0.00], [0.05, -0.08, 0.02], [0.00, 0.01, 0.00], [0.01, 0.00, 0.01], [-0.01, 0.01, 0.02], [-0.01, 0.02, 0.00], [0.01, -0.02, 0.01], [0.01, -0.01, 0.00], [-0.03, 0.04, 0.11], [-0.15, -0.14, 0.00], [-0.01, -0.01, 0.03], [0.01, 0.01, 0.01], [-0.13, 0.00, -0.08], [0.00, 0.03, 0.00], [0.04, 0.03, 0.00], [0.04, 0.05, -0.02], [0.00, 0.01, 0.00], [0.00, 0.01, -0.01], [-0.01, 0.01, 0.02], [0.04, -0.01, 0.01], [0.02, -0.06, -0.06], [0.01, -0.03, -0.08], [0.00, 0.01, 0.04], [-0.01, 0.00, -0.01], [0.00, 0.01, 0.01], [-0.01, 0.00, 0.00], [-0.01, 0.04, 0.02], [-0.05, 0.03, 0.14], [0.00, 0.00, 0.00], [0.00, 0.00, 0.00]],
  "homo_energy_ev": -9.4,
  "e_tot_ha": -1721.799678,
  "charge": 0,
  "de_lowest_kj_mol": 2.8,
  "smiles": "CC1(C)CCC[C@@H](C(=O)NC[C@@H]2CC[C@]3(CO2)C[C@H](NC(=O)CS(N)(=O)=O)C3)C1",
  "lumo_energy_ha": 0.01710
}

=====

[3]
{
  "formula": "C20H35N3O5S",
  "method": "the ωB97M-V functional and the def2-TZVPD basis",
  "elements": ["C", "H", "C", "C", "H", "H", "H", "H", "H", "H", "H", "H", "C", "O", "H", "S", "H", "H", "C", "C", "H", "N", "H", "H", "C", "H", "H", "N", "H", "H", "H", "H", "C", "H", "N", "O", "C", "C", "H", "C", "C", "O", "C", "C", "H", "H", "H", "O", "H", "C", "C", "H", "C", "C", "H", "H", "H", "C", "H", "C", "O", "H", "H", "H"],
  "coordinates": [[5.344, -2.545, 2.443], [-8.477, -0.079, 3.495], [-4.026, 0.400, 0.019], [4.607, -2.861, -1.351], [0.874, 1.184, -1.910], [6.992, -1.624, -0.453], [-3.714, -0.502, 0.551], [-0.025, 3.479, -2.021], [5.415, -4.146, 0.196], [-0.745, 3.297, -0.419], [1.437, 2.685, 0.675], [2.514, 0.551, 0.747], [-1.724, 2.127, -1.947], [3.785, 1.460, -1.969], [2.230, 2.993, -0.883], [-8.387, 0.219, 1.287], [7.455, -2.789, 0.783], [5.001, -0.042, 1.378], [4.423, -0.441, -0.674], [1.753, 2.233, -0.267], [5.580, -2.716, -1.828], [2.731, 1.202, 0.012], [-7.867, 2.486, 1.535], [-0.834, -0.443, -1.646], [5.400, -2.132, 0.973], [5.769, -1.768, 3.083], [-2.454, 1.515, 1.193], [-5.438, 0.612, 0.278], [-7.264, -1.015, 2.772], [-1.469, 1.681, -2.916], [-3.439, 2.505, 0.103], [5.909, -3.465, 2.609], [-2.998, 1.522, 0.251], [3.574, -1.059, 1.214], [-7.779, -0.147, 2.766], [-0.035, 0.705, -0.124], [4.791, -3.250, 0.114], [0.539, 1.683, -0.988], [-6.074, -0.072, -0.109], [4.565, -0.854, 0.788], [-0.476, 2.759, -1.335], [-5.410, 2.570, 1.459], [-2.264, 1.044, -1.028], [-3.565, 0.326, -1.451], [-1.470, -0.706, -0.010], [-2.494, 2.880, -2.131], [3.813, -3.511, 0.534], [-9.770, 0.548, 1.441], [7.285, -1.081, 1.198], [-7.533, 1.712, 0.848], [3.631, 0.829, -0.935], [-3.482, -0.660, -1.911], [3.788, -1.581, -1.485], [-1.145, 0.060, -0.717], [5.409, -0.236, -1.097], [-7.882, 1.947, -0.160], [-4.179, 0.972, -2.081], [-6.003, 1.669, 0.899], [4.119, -3.677, -1.889], [6.864, -1.890, 0.596], [-7.965, -0.812, 0.375], [3.706, -1.278, -2.530], [2.771, -1.754, -1.113], [4.313, -2.720, 2.761]],
  "forces_ev_per_a": [[0.00, 0.00, 0.00], [0.01, 0.01, 0.00], [0.03, -0.07, 0.20], [0.01, 0.01, 0.01], [0.00, 0.00, 0.00], [0.00, 0.00, 0.00], [0.00, -0.01, 0.00], [0.00, 0.00, 0.00], [-0.01, 0.00, 0.00], [0.01, 0.01, 0.00], [0.00, 0.00, 0.00], [0.00, 0.02, -0.01], [0.01, -0.01, 0.00], [-0.02, 0.00, 0.01], [0.00, 0.00, 0.00], [0.04, 0.02, -0.01], [0.00, 0.00, 0.00], [0.01, 0.00, -0.01], [-0.05, -0.04, -0.01], [0.01, 0.00, 0.00], [0.00, 0.00, 0.00], [-0.01, 0.00, 0.01], [0.00, 0.00, 0.00], [0.00, 0.00, 0.00], [-0.02, -0.01, 0.01], [0.00, 0.00, 0.00], [0.00, 0.00, 0.00], [-0.05, 0.10, -0.23], [0.01, 0.01, 0.00], [0.00, 0.00, 0.00], [0.00, 0.00, 0.00], [0.00, 0.00, 0.00], [-0.01, 0.02, -0.09], [0.00, -0.01, -0.02], [-0.02, -0.02, 0.00], [0.00, 0.00, 0.00], [0.01, 0.00, 0.00], [0.01, 0.00, -0.01], [0.00, -0.01, 0.01], [0.03, -0.01, 0.04], [-0.01, -0.01, 0.02], [-0.01, -0.01, 0.00], [0.01, 0.01, 0.00], [0.00, -0.01, 0.01], [0.00, 0.00, 0.00], [0.00, 0.00, 0.00], [0.00, 0.00, 0.00], [-0.02, 0.01, 0.00], [0.00, 0.00, 0.00], [-0.01, -0.02, 0.00], [0.03, 0.01, -0.03], [0.00, 0.00, 0.00], [0.03, 0.00, 0.00], [-0.01, 0.00, 0.00], [0.00, 0.01, 0.00], [0.00, 0.00, 0.00], [0.00, 0.00, 0.00], [0.02, -0.02, 0.10], [-0.01, 0.01, 0.00], [-0.01, 0.01, -0.01], [0.01, -0.01, 0.00], [0.00, 0.00, 0.00], [0.00, 0.00, 0.00], [0.00, 0.00, 0.00]],
  "homo_energy_ev": -9.3,
  "e_tot_ha": -1721.794150,
  "charge": 0,
  "de_lowest_kj_mol": 17.3,
  "smiles": "CC1(C)CCC[C@@H](C(=O)NC[C@@H]2CC[C@]3(CO2)C[C@H](NC(=O)CS(N)(=O)=O)C3)C1",
  "lumo_energy_ha": 0.01691
}

=====

Question: Number 3 is which compound?
Answer: C20H35N3O5S

=====

Question: What is the formula in the third record?
Answer: C20H35N3O5S

=====

Question: What is the formula in the first record?
Answer: C20H35GeN5S3Se2Te2Tl